# 1
ORCA calculation (ωB97M-V/def2-TZVPD) on a structure of composition Ca3H8N4O16.

Each line ends with the natural charge from an NBO analysis.
Atoms and positions in Å:
Ca 0.36808 -2.19395 -4.34437  1.955
Ca 3.21971 1.24579 -0.88065  1.877
Ca -1.48268 -1.13703 2.08793  1.880
N 2.94691 0.73393 2.50469  0.675
O 3.12565 0.41141 1.28076  -0.748
O 3.47851 0.09388 3.41424  -0.379
O 2.15445 1.67224 2.77327  -0.477
N -4.51779 0.16172 1.32205  0.712
O -3.49407 -0.60576 1.08381  -0.806
O -5.38202 -0.19075 2.10469  -0.407
O -4.55900 1.25001 0.73381  -0.435
N -0.00032 -0.44851 -0.97814  0.759
O -0.79131 -0.44768 -0.03040  -0.470
O 1.08888 0.11318 -0.86177  -0.499
O -0.37240 -1.03440 -2.04837  -0.734
N 1.27431 4.03283 -1.69672  0.714
O 1.95680 4.68647 -2.49214  -0.448
O 1.66731 2.89517 -1.25406  -0.801
O 0.18910 4.45834 -1.31300  -0.406
O -3.40028 -1.38294 -2.04321  -0.922
H -3.32463 -0.46457 -2.33293  0.485
H -2.53725 -1.58952 -1.67441  0.446
O 3.64596 -1.02266 -1.26341  -0.999
H 3.02162 -1.72342 -1.46068  0.488
H 4.48847 -1.47752 -1.09306  0.527
O 0.22887 0.40790 2.56372  -1.042
H 1.17252 0.34549 2.35506  0.506
H 0.03235 1.35519 2.46912  0.534
O -1.48639 -3.06179 0.56851  -0.993
H -0.82736 -3.74245 0.76972  0.494
H -1.88400 -3.34061 -0.26404  0.515

* max |F|: 0.06516 hartree/bohr
* charge: +2
* gap between HOMO and LUMO: 1.9 eV

# 2
ORCA calculation (ωB97M-V/def2-TZVPD) on a structure of composition Ca3I.

Each line ends with the natural charge from an NBO analysis.
Atoms and positions in Å:
Ca 0.25195 3.66047 1.61994  1.909
Ca -0.98844 -0.71075 -5.20451  1.984
Ca 0.10795 -2.22619 4.16393  1.956
I 0.62854 -0.72353 -0.57937  -0.849

* max |F|: 0.01946 hartree/bohr
* charge: +5
* gap between HOMO and LUMO: 4.4 eV

For the records above, the corresponding relative energy (zero: lowest compared OMol25 entry of this formula, charge and spin) values read 241.55; 37.60 kJ/mol.